1.
A 10-piece molecular cluster, C6H34N2O9 overall, computed with the ωB97M-V functional and the def2-TZVPD basis.

```
51
Properties=species:S:1:pos:R:3:forces:R:3:nbo_charge:R:1
C 3.65979 -0.38743 -0.42096 3.11 0.00 -2.81 -0.656
C 2.43267 -0.62990 0.36577 -1.44 0.04 -0.46 -0.264
N 1.23949 -0.04674 -0.39184 1.34 1.33 5.33 -0.638
C -0.03654 -0.12652 0.38644 0.65 0.05 -0.27 -0.277
C -1.13250 0.03991 -0.69629 -2.23 -0.99 2.02 -0.290
N -2.61168 0.35574 -0.31276 1.41 1.48 1.24 -0.455
C -2.85853 0.34426 1.17405 -2.07 -0.54 -1.16 -0.452
C -2.82706 1.80528 -0.75535 1.66 -2.60 0.55 -0.425
H 4.06456 -1.27749 -1.01951 -0.92 1.07 0.67 0.214
H 3.61599 0.47616 -1.14387 -0.66 -1.02 0.39 0.229
H 4.57064 -0.04920 0.09336 -0.42 -0.45 0.81 0.228
H 2.37695 -1.74593 0.65277 -0.37 1.64 -0.20 0.196
H 2.52789 0.03023 1.21907 -0.20 -0.24 0.56 0.188
H 1.13370 -0.49824 -1.20589 -0.59 -2.08 -3.65 0.349
H -0.03117 0.56841 1.21090 0.04 1.19 -0.12 0.204
H -0.04102 -1.05565 0.96893 -0.55 -0.42 -0.82 0.182
H -1.30380 -1.03704 -1.03261 1.15 2.24 -0.80 0.244
H -0.92197 0.98770 -1.25327 0.88 -1.95 -0.48 0.219
H -4.02700 0.52321 1.26673 2.38 -0.02 0.15 0.200
H -2.26897 1.18622 1.64205 -0.62 -1.21 0.18 0.192
H -2.72933 -0.71543 1.55831 0.37 1.47 -0.09 0.214
H -2.31236 1.76683 -1.75097 -1.02 1.31 0.86 0.204
H -3.86405 1.89016 -0.76809 -1.85 0.65 -0.62 0.198
H -2.45779 2.48871 0.04627 0.34 -0.06 -0.99 0.175
O 0.15167 3.52935 -2.40587 -0.80 0.82 0.29 -0.985
H 0.89012 3.26103 -1.85001 0.66 -0.46 0.00 0.492
H -0.13272 4.31927 -1.92838 -0.37 -0.03 -0.35 0.466
O -0.25811 -3.29831 0.84742 -0.70 -0.33 0.28 -0.961
H -1.21552 -3.42289 1.00984 0.63 0.14 -0.06 0.491
H -0.24832 -3.20451 -0.10821 0.05 0.02 -0.21 0.478
O -0.59875 -1.92375 3.59651 0.17 0.94 -0.57 -0.946
H -0.17476 -1.48918 2.82986 -0.51 -0.09 0.54 0.473
H -0.23436 -2.79582 3.52627 0.13 -0.95 0.10 0.473
O -0.22488 1.15109 4.10216 0.17 -1.23 0.89 -0.957
H -0.66153 0.29744 4.28359 -0.69 0.49 -0.42 0.470
H 0.61782 0.83279 4.48376 0.12 0.91 -0.64 0.482
O 0.12597 -1.58640 -3.02393 -0.06 1.44 -0.88 -0.975
H 0.98427 -1.86707 -2.71946 0.49 -0.27 -0.10 0.460
H 0.28526 -0.70735 -3.49643 -0.45 -1.28 0.66 0.511
O -2.54982 -2.68681 -1.10419 -0.45 1.87 -2.04 -0.964
H -3.24467 -1.96203 -1.16959 0.91 -1.13 0.70 0.494
H -2.03646 -2.39916 -1.92091 -0.51 -1.01 1.20 0.484
O 0.36609 1.31633 -3.97358 2.84 -2.08 0.69 -0.947
H -0.34304 1.82475 -3.67256 -1.87 1.58 0.65 0.487
H 0.96209 1.33010 -3.17114 -0.71 0.22 -1.36 0.475
O 2.35658 2.61715 -1.32649 0.12 -1.83 2.11 -0.985
H 2.27993 1.91865 -0.55803 -0.02 1.71 -2.15 0.517
H 3.10158 3.19917 -1.14111 -0.02 -0.10 0.13 0.487
O 2.00924 -0.29948 3.64223 0.85 -2.87 0.81 -0.967
H 1.90273 -0.59680 2.69805 0.21 0.11 1.67 0.480
H 2.18513 -1.14596 4.23409 -0.58 2.51 -2.21 0.488
```
Positions in Å, forces in eV/Å.

The SMILES is CCNCCN(C)C.O.O.O.O.O.O.O.O.O. The value obtained for the HOMO energy is -8.79 eV. As for the orbital gap: 8.973 eV. The spin multiplicity is 1.

---

2.
A 11-piece molecular cluster, C6H35NO10 overall, computed with the ωB97M-V functional and the def2-TZVPD basis.

```
52
Properties=species:S:1:pos:R:3:forces:R:3:nbo_charge:R:1
C -0.21348 -1.89829 -1.71758 -0.66 -1.33 0.29 -0.558
C -0.82990 -3.22536 -2.22480 0.37 0.35 -0.29 -0.664
C 0.17235 -1.90752 -0.24635 -0.97 -0.70 0.08 -0.227
N 1.43899 -2.58624 -0.01350 -0.13 1.81 -0.57 -0.659
C 1.75309 -2.88624 1.35485 1.21 -1.06 -0.93 -0.201
C 2.19683 -1.61873 2.11852 -1.52 -0.91 -0.10 -0.422
C 1.52955 -1.50380 3.51515 1.58 1.28 -0.39 -0.622
H 0.68142 -1.72631 -2.28449 0.61 0.22 -0.31 0.183
H -0.92300 -1.11433 -1.97200 0.09 0.37 0.26 0.177
H -1.91372 -3.20286 -2.34690 -0.05 0.19 0.26 0.201
H -0.42824 -3.37443 -3.22671 -0.06 -0.48 -0.07 0.198
H -0.58785 -4.07062 -1.57976 0.14 -0.06 -0.08 0.193
H -0.55550 -2.51182 0.32040 -0.52 0.50 -0.07 0.161
H 0.06476 -0.87016 0.09140 0.68 -0.09 0.48 0.190
H 1.66391 -3.18982 -0.77827 0.24 -0.60 0.29 0.375
H 2.58528 -3.60123 1.30807 0.15 0.17 0.09 0.184
H 0.99315 -3.50470 1.83269 -0.71 0.43 0.42 0.157
H 3.28286 -1.64872 2.08656 0.05 0.48 0.40 0.202
H 1.81970 -0.80558 1.50292 0.30 0.17 -0.07 0.208
H 1.18864 -0.47349 3.63358 -0.57 -0.16 -0.06 0.220
H 2.31439 -1.53558 4.26967 -0.21 -0.74 0.39 0.198
H 0.71662 -2.20248 3.65777 0.00 -0.10 0.19 0.212
H -4.04708 -0.60807 -0.65445 0.17 0.11 -0.12 0.492
H -4.64635 -0.03270 0.61796 -0.06 0.03 0.02 0.448
O -3.92742 -0.59271 0.30992 -0.07 -0.02 0.14 -1.001
H 2.99974 0.23506 -1.40958 0.32 0.06 0.23 0.469
H 1.95855 1.16259 -1.86777 0.54 0.44 0.04 0.501
O 2.78801 1.17523 -1.33282 -0.51 -0.37 -0.14 -1.005
H -0.00258 1.61840 -0.17271 0.08 -0.08 0.24 0.472
H -1.41433 1.82009 0.39813 0.15 -0.37 -0.02 0.463
O -0.67124 2.28782 0.00420 -0.28 0.66 -0.40 -1.008
H -2.25460 0.40780 2.19751 0.02 -0.13 -0.07 0.475
H -1.56994 1.73203 2.56301 -0.01 -0.20 0.17 0.485
O -1.39149 0.78919 2.39655 -0.16 0.12 0.05 -0.978
H 1.38556 4.64333 1.07506 -0.08 -0.09 -0.17 0.472
H 1.15366 3.60939 2.14560 0.41 0.00 -0.35 0.497
O 1.16903 4.56716 2.00577 -0.42 0.25 0.56 -0.975
H -2.96742 0.55662 -2.13657 0.58 -0.25 -0.25 0.448
H -3.23189 -0.83805 -2.88838 0.61 0.25 0.05 0.439
O -3.61056 0.00187 -2.59797 -1.23 0.01 0.20 -1.077
H 2.15836 1.26635 1.69317 0.04 -0.77 0.44 0.470
H 2.57823 2.08259 0.50820 -0.25 -0.11 -0.27 0.506
O 1.95594 2.07973 1.25235 0.27 0.43 -0.14 -0.979
H 0.50727 -0.15267 -3.29257 -0.08 0.23 -0.11 0.435
H 1.09725 0.86101 -4.27887 -0.05 0.16 -0.02 0.460
O 1.06893 0.63882 -3.33832 -0.17 -0.28 -0.03 -1.132
H -0.85055 2.23395 -3.02952 0.15 -0.39 0.25 0.466
H -0.95997 3.71554 -3.31246 -0.01 0.03 0.06 0.452
O -1.12195 2.85379 -3.70981 -0.13 0.40 -0.34 -1.006
H -2.26114 3.84589 2.01127 -0.37 0.03 0.18 0.470
H -0.95245 3.79431 2.64785 0.11 0.26 0.38 0.491
O -1.88940 3.70395 2.89402 0.41 -0.15 -0.77 -0.958
```
Positions in Å, forces in eV/Å.

Its charge is -1. The value obtained for the HOMO energy (spin up / spin down) is 0.13 / -6.14 eV. As for the orbital gap (spin up / spin down): 2.743 / 8.865 eV. The spin multiplicity is 2. As for the expectation value of S²: 0.751.

---

3.
C6H36BNO10 as an isolated structure, computed with the ωB97M-V functional and the def2-TZVPD basis.

```
54
Properties=species:S:1:pos:R:3:forces:R:3:nbo_charge:R:1
C -3.93078 0.97072 -4.69178 4.61 2.53 0.40 -0.237
O -4.11392 0.96229 -3.30143 -0.56 -1.32 2.25 -0.536
C -2.95153 0.93899 -2.51580 2.53 -2.06 -0.27 -0.080
C -3.11494 1.29424 -1.01361 -1.22 4.33 -1.31 -0.257
N -2.02193 1.04556 -0.06488 -0.09 4.73 -6.11 -0.511
H -2.04621 0.17653 0.16755 0.65 -7.32 0.94 0.433
H -1.23161 1.25829 -0.68134 1.42 -0.35 0.90 0.470
C -2.12988 1.66927 1.14072 1.68 5.39 3.11 -0.244
C -0.97926 1.46896 2.09109 1.73 -0.29 0.86 -0.054
O -1.29767 1.96234 3.37971 -2.46 0.30 -0.09 -0.576
C -0.33943 2.38296 4.33746 3.95 -2.60 -3.39 -0.241
H -3.10724 0.23280 -5.07255 -1.86 0.89 0.63 0.185
H -3.44841 2.07356 -4.88314 -1.20 -2.40 -0.31 0.156
H -4.89961 0.89260 -5.06977 -1.17 -0.32 -1.15 0.208
H -2.27785 1.54750 -3.03360 1.26 2.12 -0.32 0.174
H -2.23492 0.01058 -2.62169 -2.01 0.42 0.35 0.176
H -4.13823 1.03591 -0.81485 -0.22 -0.67 1.23 0.242
H -3.04045 2.42827 -0.82048 -1.23 -1.11 -1.44 0.204
H -2.93272 1.19326 1.54153 -2.91 -0.30 1.88 0.212
H -2.10976 2.79648 1.11857 -1.26 -1.02 -0.53 0.222
H -0.08238 1.97964 1.68520 -0.11 -0.52 0.21 0.200
H -0.86116 0.39530 2.15059 0.90 -0.45 0.23 0.169
H 0.30995 1.24785 4.62453 -1.49 3.91 -0.37 0.191
H -0.75523 2.90379 5.17666 -0.60 -0.24 0.29 0.204
H 0.30726 3.15863 3.69308 -0.52 -1.67 1.96 0.170
B 2.03357 -1.69177 0.74313 -0.11 0.38 1.06 -0.680
H 2.54221 -1.30429 -0.30289 0.13 0.87 1.30 -0.057
H 1.17425 -0.76651 1.16633 0.86 -0.81 -0.27 -0.119
H 1.37442 -2.69747 0.47843 0.02 0.26 0.24 -0.047
H 2.98253 -1.96045 1.59703 -1.37 0.47 -0.87 -0.006
O -1.84195 -1.27649 0.36010 -0.23 6.28 0.25 -0.912
H -2.26641 -1.99395 0.19508 -4.68 -7.21 -1.82 0.477
H -1.05951 -1.54386 0.67654 5.26 -1.32 1.94 0.501
O 2.88269 1.76749 1.25150 0.17 -0.43 5.25 -0.944
H 2.97735 1.72011 2.37035 -0.27 0.61 -4.71 0.470
H 2.71230 0.82058 1.16069 0.07 -0.28 -0.49 0.478
O 0.47344 1.06849 -0.93025 -0.32 -0.81 0.65 -1.029
H 1.06692 0.51840 -0.31216 -0.45 1.44 -1.58 0.555
H 0.83300 1.76859 -1.48974 1.05 -0.62 0.69 0.507
O 5.30599 -1.14084 0.37860 7.46 1.34 -6.39 -0.954
H 5.25377 -0.81650 -0.61449 -0.61 -1.11 3.57 0.487
H 4.55970 -1.19164 0.80780 -6.71 -0.26 2.75 0.468
O 2.39231 -2.31276 -2.14360 0.13 4.08 0.71 -1.040
H 2.16151 -1.96793 -1.19485 0.32 -1.87 -2.14 0.496
H 2.28963 -3.19387 -2.34509 -0.55 -3.03 0.05 0.478
O 1.41008 -1.40609 4.30424 -1.89 -0.57 0.13 -0.943
H 1.44360 -1.47766 3.34060 0.40 0.04 -0.15 0.488
H 0.50338 -1.78079 4.49219 1.53 0.59 -0.06 0.460
O 1.72039 -5.35933 -0.05924 -0.45 2.55 0.74 -0.995
H 2.03907 -4.37058 0.28244 -2.09 -3.66 -1.33 0.518
H 0.71262 -5.46944 -0.17128 2.55 1.10 0.56 0.472
O 2.83842 0.06153 -3.56954 3.16 9.36 -4.52 -0.967
H 2.14748 0.66720 -3.78006 -0.94 -0.65 0.29 0.471
H 2.76510 -0.69647 -3.21362 -2.25 -8.74 4.23 0.490
```
Positions in Å, forces in eV/Å.

The value obtained for the HOMO energy is -10.02 eV. As for the orbital gap: 9.690 eV. The spin multiplicity is 1.

---

Relative energy (zero: lowest compared OMol25 entry of this formula, charge and spin), record by record: 132.59 0.00 96.33 kcal per mole